Run w
Computed, not measured: a structure of composition C4H8N2O2, with wB97M-V/def2-TZVPD.

Values from the calculation:
- Charge: 0
- HOMO energy: -7.90 eV

Last column: natural (NBO) charge in e.
Positions of all 16 atoms, in Å:
C  -1.967  0.801  -0.153  -0.64
N  0.698  -0.224  -1.167  -0.62
C  1.191  0.774  -0.332  0.87
C  0.093  -0.780  0.009  0.19
N  0.506  -2.034  0.446  -0.84
C  -0.968  -0.060  0.541  -0.16
O  2.540  0.873  -0.449  -0.69
O  0.577  1.739  0.222  -0.65
H  2.761  1.710  -0.005  0.51
H  1.442  -0.812  -1.526  0.40
H  1.364  -2.020  0.985  0.37
H  -0.222  -2.611  0.846  0.39
H  -1.308  -0.402  1.516  0.19
H  -2.138  1.715  0.418  0.22
H  -1.644  1.066  -1.159  0.22
H  -2.924  0.265  -0.191  0.21

***

Run x
Computed, not measured: a cluster of 2 separate species, C4H8N2O2 in total, with wB97M-V/def2-TZVPD.

Values from the calculation:
- Charge: 0
- HOMO energy (spin up / spin down): -8.26 / -8.26 eV

Last column: natural (NBO) charge in e.
Positions of all 16 atoms, in Å:
C  -1.179  -1.676  -1.626  -0.45
N  0.254  1.611  -0.092  0.04
C  0.842  -0.216  0.614  0.32
C  0.687  -0.474  -0.745  0.01
C  0.818  -0.346  1.916  -0.61
O  1.129  2.376  0.755  -0.64
O  -1.010  1.651  0.454  -0.57
N  -0.133  -1.469  -0.643  -0.37
H  1.087  3.273  0.394  0.47
H  -0.962  1.235  1.347  0.45
H  1.069  0.041  -1.624  0.22
H  -0.756  -1.673  -2.637  0.19
H  -1.666  -2.634  -1.445  0.21
H  -1.928  -0.879  -1.572  0.22
H  1.289  0.428  2.513  0.26
H  0.459  -1.248  2.391  0.25

***

How do the structures above rank in stability at the extremes? run w comes first and run x comes last.